A structure of composition C34H27N6O2ReS. Source: the Open Molecules 2025 dataset; level of theory: wB97M-V/def2-TZVPD.

Last column: Mulliken spin population.
Element x y z (Å)
1 Re -0.3675 0.4889 -0.4742  2.398
2 C -2.2874 3.1549 -0.6495  0.007
3 O -1.5345 2.1853 0.1378  0.063
4 C -1.3035 2.4976 1.5059  0.037
5 C -1.6003 3.7109 2.0869  0.002
6 C -1.3323 3.8591 3.4450  0.002
7 C -0.7967 2.8172 4.1912  0.004
8 C -0.5266 1.5941 3.5968  -0.010
9 C -0.7757 1.4440 2.2431  -0.022
10 N -0.6365 0.2332 1.5056  -0.022
11 N -0.9407 -0.8570 2.1387  -0.061
12 C -1.3578 -1.9430 1.4975  0.077
13 C -1.9471 -1.8825 0.1789  0.101
14 O -1.8506 -0.8073 -0.5886  0.083
15 C -2.7324 -2.9411 -0.2736  0.019
16 C -2.8758 -4.0731 0.4949  0.052
17 C -2.2673 -4.2221 1.7643  0.008
18 C -2.4379 -5.4012 2.5131  0.034
19 C -1.8591 -5.5188 3.7541  0.008
20 C -1.0995 -4.4626 4.2665  0.004
21 C -0.9132 -3.2976 3.5439  0.042
22 C -1.5014 -3.1578 2.2886  -0.022
23 H -3.2940 3.2223 -0.2438  0.000
24 H -2.3054 2.7841 -1.6676  -0.005
25 H -1.7896 4.1211 -0.6123  0.001
26 H -2.0444 4.5276 1.5375  0.000
27 H -1.5604 4.8024 3.9218  0.000
28 H -0.6052 2.9538 5.2463  0.000
29 H -0.1454 0.7593 4.1684  0.001
30 H -3.2271 -2.8472 -1.2307  0.001
31 H -3.4819 -4.8889 0.1173  -0.001
32 H -3.0328 -6.2071 2.1023  0.002
33 H -1.9918 -6.4202 4.3358  0.001
34 H -0.6502 -4.5583 5.2460  0.000
35 H -0.3173 -2.4948 3.9548  0.006
36 N 2.5185 -0.2429 0.7092  0.027
37 C 2.3850 1.1340 0.6267  0.024
38 C 3.3408 1.9345 1.2561  -0.013
39 C 3.2725 3.2991 1.1159  0.014
40 C 2.2634 3.8588 0.3232  -0.007
41 C 1.3426 3.0223 -0.2350  0.026
42 N 1.3667 1.6698 -0.0623  -0.017
43 C 2.0998 -1.2243 -0.1750  0.021
44 C 2.8930 -2.3617 -0.3331  -0.014
45 C 2.5144 -3.3320 -1.2285  0.019
46 C 1.3451 -3.1566 -1.9766  -0.001
47 C 0.5971 -2.0368 -1.7635  0.018
48 N 0.9483 -1.0796 -0.8537  -0.051
49 H 3.3118 -0.5284 1.2653  -0.003
50 H 4.1383 1.4716 1.8223  0.000
51 H 4.0119 3.9299 1.5915  0.000
52 H 2.2017 4.9235 0.1522  0.001
53 H 0.5490 3.4014 -0.8617  0.016
54 H 3.8112 -2.4525 0.2319  0.000
55 H 3.1290 -4.2118 -1.3666  0.000
56 H 1.0252 -3.8861 -2.7061  0.001
57 H -0.3238 -1.8607 -2.2985  0.013
58 S -1.8893 1.0430 -4.7774  0.027
59 C -1.7911 0.7518 -3.1274  0.039
60 N -0.5891 0.8510 -2.5802  0.027
61 C 0.3741 1.1652 -3.5569  -0.003
62 C 1.7526 1.3019 -3.3804  0.021
63 C 2.5248 1.6034 -4.4818  0.003
64 C 1.9562 1.7698 -5.7528  -0.002
65 C 0.6004 1.6248 -5.9451  0.005
66 C -0.1796 1.3170 -4.8311  -0.005
67 H -2.6659 0.4949 -2.5455  -0.009
68 H 2.2108 1.1692 -2.4118  0.011
69 H 3.5947 1.7123 -4.3670  0.000
70 H 2.5919 2.0079 -6.5943  0.000
71 H 0.1572 1.7413 -6.9247  0.000

Output
Expectation value of S²: 3.82
Total charge: +3
Relative energy (zero: lowest compared OMol25 entry of this formula, charge and spin) (kJ/mol): 0.0
Frontier orbital gap (alpha / beta) (eV): 6.490 / 5.486
LUMO level (alpha / beta) (eV): -9.24 / -10.53
HOMO (alpha / beta) (hartree): -0.5782 / -0.5886
Spin multiplicity: 4

***

A structure of composition C34H27N8S2SbZn. Source: the Open Molecules 2025 dataset; level of theory: wB97M-V/def2-TZVPD.

Last column: Löwdin charge in e.
Element x y z (Å)
1 Zn -0.3984 -1.5554 0.4214  0.417
2 C -4.4990 -2.8956 2.2241  -0.040
3 C -4.1796 -1.7533 3.1345  -0.323
4 C -5.1193 -1.3690 4.0977  -0.031
5 C -4.8246 -0.3441 4.9634  -0.070
6 C -3.5867 0.2738 4.8473  -0.154
7 C -2.7153 -0.1509 3.8566  -0.467
8 N -2.9997 -1.1416 3.0096  0.092
9 Sb -0.8411 0.8780 3.9042  1.531
10 C 0.5516 -0.7630 3.8625  -0.447
11 C 1.3189 -0.7369 5.0183  -0.164
12 C 2.2174 -1.7643 5.2821  -0.057
13 C 2.2528 -2.8115 4.3983  -0.025
14 C 1.4398 -2.7884 3.2587  -0.315
15 C 1.3958 -4.0340 2.4386  -0.053
16 N 0.6607 -1.7472 2.9506  0.070
17 C -0.7636 1.6832 1.9104  -0.482
18 C 0.1075 2.7391 1.6780  -0.143
19 C -0.0096 3.4521 0.4926  -0.066
20 C -1.0441 3.1366 -0.3681  -0.030
21 C -1.9011 2.0851 -0.0430  -0.355
22 C -3.1013 1.7771 -0.8915  -0.021
23 N -1.7237 1.3457 1.0486  0.067
24 H -3.6670 -3.1074 1.5673  0.006
25 H -4.7303 -3.7901 2.8060  0.087
26 H -5.3780 -2.6701 1.6169  0.088
27 H -6.0617 -1.8960 4.1521  0.115
28 H -5.5316 -0.0341 5.7222  0.108
29 H -3.3074 1.0752 5.5209  0.073
30 H 1.2117 0.0801 5.7201  0.064
31 H 2.8285 -1.7578 6.1745  0.111
32 H 2.8725 -3.6798 4.5714  0.120
33 H 0.6372 -3.9727 1.6764  0.015
34 H 2.3517 -4.2364 1.9561  0.090
35 H 1.1706 -4.8760 3.0952  0.098
36 H 0.8533 3.0112 2.4157  0.092
37 H 0.6636 4.2698 0.2696  0.114
38 H -1.2106 3.7041 -1.2740  0.119
39 H -3.6680 2.6879 -1.0884  0.084
40 H -3.7422 1.0647 -0.3790  0.083
41 H -2.8140 1.3629 -1.8588  0.067
42 S -2.0631 -2.7040 -0.5997  0.616
43 C -1.1357 -4.1904 -0.6953  -0.733
44 C -1.9063 -5.3897 -0.6949  -0.292
45 N -2.5568 -6.3381 -0.6910  0.164
46 C 0.2262 -4.2510 -0.7434  -0.770
47 S 1.2573 -2.8509 -0.6827  0.616
48 C 0.8751 -5.5216 -0.7764  -0.292
49 N 1.4365 -6.5251 -0.7810  0.168
50 N 2.0248 2.1256 -5.0920  0.171
51 C 2.9149 2.9560 -5.7387  -0.189
52 C 3.1050 3.2665 -7.0804  -0.022
53 C 4.1064 4.1709 -7.3664  -0.091
54 C 4.8924 4.7489 -6.3556  -0.091
55 C 4.7001 4.4357 -5.0279  -0.014
56 C 3.6944 3.5202 -4.7175  -0.224
57 N 3.2932 3.0312 -3.4897  0.184
58 C 2.3131 2.2115 -3.7556  -0.283
59 C 1.5786 1.4645 -2.7361  -0.117
60 C 2.1253 1.3421 -1.4597  0.022
61 C 1.4303 0.6263 -0.5092  -0.132
62 N 0.2411 0.0644 -0.7495  -0.058
63 C -0.2880 0.1875 -1.9618  -0.146
64 C 0.3464 0.8717 -2.9815  0.020
65 H 1.3756 1.4925 -5.5228  0.156
66 H 2.5044 2.8243 -7.8630  0.109
67 H 4.2918 4.4435 -8.3964  0.101
68 H 5.6651 5.4527 -6.6321  0.100
69 H 5.3035 4.8733 -4.2457  0.112
70 H 3.0809 1.7886 -1.2329  0.121
71 H 1.8331 0.4898 0.4860  0.120
72 H -1.2385 -0.3048 -2.1231  0.088
73 H -0.1429 0.9372 -3.9431  0.116

Output
Total charge: 0
Relative energy (zero: lowest compared OMol25 entry of this formula, charge and spin) (kJ/mol): 104.9
Frontier orbital gap (eV): 6.698
LUMO level (eV): -0.72
HOMO (hartree): -0.2724